(1)
5 unconnected molecules or ions with the total composition C45H42Br2ClF4N2O4PS at a distorted geometry, computed with wB97M-V/def2-TZVPD.

```
102
Properties=species:S:1:pos:R:3:forces:R:3:mulliken_charge:R:1
N 4.46346 6.53241 -0.74356 0.0 0.2 -0.3 -0.625
C 4.31013 5.96207 -2.09520 0.0 -0.3 0.8 -0.744
C 3.94012 4.48378 -2.04147 -0.1 -0.1 -0.9 -0.360
C 3.33413 4.00629 -3.39865 0.4 0.2 0.3 -1.502
C 2.05950 3.23517 -3.23144 -0.2 -0.2 -0.3 0.425
C 0.83921 3.75819 -3.67853 0.2 -0.5 0.3 0.329
O 0.79561 5.01664 -4.24515 -0.3 0.0 0.0 -0.662
C -0.36118 3.05726 -3.51649 -0.1 0.2 -0.3 0.337
C -1.66475 3.67940 -3.95558 0.3 -0.1 0.7 -0.924
C -2.18489 4.66494 -2.88883 0.0 -0.4 0.1 -0.697
C -3.09781 4.02556 -1.83952 0.2 0.7 0.4 -0.903
S -2.23583 3.28032 -0.41587 0.1 -0.5 0.0 -0.187
C -0.34889 1.79458 -2.93979 0.4 0.2 -0.2 -0.573
C 0.84563 1.25878 -2.48517 0.0 0.7 -0.2 0.377
C 2.03680 1.97831 -2.61803 -0.3 0.0 0.1 -0.089
C 3.24794 1.30395 -2.06449 -0.5 -0.1 0.3 0.042
O 4.31972 1.30307 -2.60419 0.7 0.3 -0.3 -0.504
C 3.00747 0.56748 -0.77274 -0.2 -0.3 0.4 0.208
C 3.92022 0.58349 0.28280 -0.2 -0.3 0.1 0.272
C 5.20396 1.36889 0.14114 -0.2 0.1 0.1 0.146
N 6.28215 0.55350 -0.41638 0.3 0.3 0.0 -0.636
C 3.58759 -0.11544 1.46319 0.6 0.3 -0.1 0.754
P 4.64274 -0.16949 2.98374 -0.5 -0.5 0.6 0.176
O 6.15385 -0.00872 2.40109 0.1 0.3 -0.3 -0.471
Cl 4.20049 1.74217 3.72641 0.1 0.0 -0.2 -0.280
C 2.38811 -0.81974 1.56638 -0.2 0.0 -0.2 -0.159
Br 1.92725 -1.74430 3.15918 0.1 0.1 0.0 -0.189
C 1.48348 -0.84067 0.49872 0.2 0.0 0.0 0.347
Br -0.15061 -1.77550 0.65138 0.1 0.2 0.0 -0.131
C 1.80061 -0.13608 -0.65462 0.1 0.0 0.0 0.137
C 0.88219 -0.06534 -1.83911 0.5 0.4 0.3 -0.605
O 0.25889 -0.99888 -2.24672 -0.7 -0.8 -0.3 -0.532
H 4.32422 7.53319 -0.81669 0.0 0.0 0.2 0.230
H 5.41473 6.42314 -0.41362 0.0 -0.2 0.0 0.220
H 3.50649 6.50144 -2.58932 0.0 0.2 -0.2 0.473
H 5.24374 6.04585 -2.65464 -0.1 0.2 -0.4 0.271
H 3.21390 4.28817 -1.25770 0.1 0.1 0.3 0.365
H 4.85318 3.91430 -1.89700 0.0 -0.2 0.5 0.173
H 4.06671 3.39413 -3.91321 0.0 -0.1 -0.1 0.429
H 3.17764 4.88869 -4.01248 -0.2 0.0 -0.1 0.601
H 1.23373 4.98738 -5.10116 0.1 0.1 0.0 0.317
H -1.53705 4.20056 -4.89715 0.0 0.0 -0.2 0.468
H -2.37551 2.86507 -4.06777 -0.2 0.1 -0.3 0.571
H -1.33006 5.08495 -2.36446 0.1 0.3 0.0 0.457
H -2.73321 5.47673 -3.35464 0.0 0.1 -0.2 0.441
H -3.76196 3.27301 -2.25084 0.0 -0.2 -0.1 0.354
H -3.73467 4.80278 -1.42684 -0.2 0.0 0.0 0.409
H -2.10108 4.35615 0.36900 -0.1 0.2 -0.2 0.121
H -1.27321 1.24709 -2.83315 0.0 -0.1 0.0 0.662
H 4.98905 2.18727 -0.53209 0.1 0.1 -0.1 -0.815
H 5.44957 1.83605 1.09215 0.1 -0.1 0.1 0.668
H 6.81759 1.12864 -1.05442 -0.1 -0.1 -0.2 0.269
H 6.92359 0.27560 0.31285 -0.1 -0.1 0.1 0.191
H 6.78667 -0.17010 3.11033 0.0 -0.1 0.0 0.348
F -3.30000 -8.55055 1.65325 0.0 0.0 0.0 -0.319
C -2.51065 -7.49487 1.34462 0.1 0.1 0.0 0.269
C -1.18611 -7.72273 1.03091 0.1 -0.2 0.0 -0.378
C -0.38099 -6.63800 0.71340 -0.1 0.1 0.0 -0.595
C -0.90447 -5.35201 0.72250 0.1 0.0 0.0 -0.042
C -2.23980 -5.15113 1.04578 0.1 -0.1 0.0 -0.190
C -3.05790 -6.22868 1.35630 -0.1 0.0 -0.1 -0.492
H -0.79716 -8.73247 1.03677 0.0 0.0 0.0 0.424
H 0.65817 -6.79797 0.45895 0.0 0.0 0.0 0.368
H -0.27457 -4.50590 0.47961 0.0 -0.1 0.0 0.068
H -2.65010 -4.14936 1.05821 0.0 0.0 0.0 0.325
H -4.09899 -6.09592 1.60064 0.1 0.0 -0.1 0.574
F 5.72297 -1.57042 5.86784 0.2 0.0 0.0 -0.301
C 4.83175 -2.27223 6.59748 -0.2 -0.1 0.0 0.460
C 3.56875 -1.74792 6.77456 -0.1 0.2 0.0 -0.384
C 2.64355 -2.47529 7.50958 0.1 -0.1 0.0 -0.404
C 2.99563 -3.70002 8.06101 0.0 0.0 0.0 -0.562
C 4.27592 -4.20286 7.87328 -0.1 0.1 0.0 -0.292
C 5.20554 -3.48864 7.13113 0.2 0.0 0.0 -0.543
H 3.31704 -0.78871 6.34083 0.0 0.0 0.0 0.523
H 1.64539 -2.08341 7.65202 0.0 0.0 0.0 0.377
H 2.27207 -4.26197 8.63617 0.0 0.0 0.0 0.372
H 4.55294 -5.15549 8.30418 0.0 0.0 0.0 0.360
H 6.20529 -3.86643 6.96332 0.0 0.0 0.0 0.412
F -5.48435 -6.01587 3.01751 -0.3 0.1 0.2 -0.232
C -6.07383 -6.61584 4.07632 -0.1 -0.1 0.1 0.465
C -7.03708 -5.92749 4.78413 0.0 0.2 0.0 -0.594
C -7.63893 -6.55135 5.86730 0.1 -0.1 0.0 -0.351
C -7.26655 -7.83941 6.22711 0.0 0.0 0.0 -0.559
C -6.29165 -8.50884 5.49956 -0.1 0.1 0.0 -0.409
C -5.68839 -7.89770 4.41005 0.1 -0.1 -0.1 -0.272
H -7.30675 -4.92218 4.48924 0.0 0.0 0.0 0.411
H -8.40044 -6.02947 6.43087 0.0 0.0 0.0 0.352
H -7.73649 -8.32092 7.07420 0.0 0.0 0.0 0.369
H -5.99799 -9.51122 5.78024 0.0 0.0 0.0 0.357
H -4.93160 -8.40205 3.82341 0.0 0.0 0.0 0.437
F -4.48941 4.25220 -4.68705 -0.1 0.0 0.0 -0.196
C -4.73271 4.52484 -5.98740 0.0 0.0 -0.2 0.422
C -5.63497 5.51991 -6.30282 -0.1 0.1 0.1 -0.560
C -5.87781 5.79957 -7.63969 0.1 -0.1 0.0 -0.381
C -5.22668 5.08172 -8.63367 0.0 0.0 0.0 -0.529
C -4.32601 4.08269 -8.29091 -0.1 0.1 0.0 -0.489
C -4.06986 3.79997 -6.95701 0.1 -0.1 0.0 -0.239
H -6.13589 6.06235 -5.51209 0.0 0.0 0.0 0.414
H -6.57782 6.58018 -7.90488 0.0 0.0 0.0 0.360
H -5.42189 5.30101 -9.67470 0.0 0.0 0.0 0.376
H -3.82082 3.51934 -9.06372 0.0 0.0 0.0 0.359
H -3.36763 3.02939 -6.66807 0.0 0.0 0.0 0.460
```
Positions in Å, forces in eV/Å.

SMILES string: NCCCc1c(O)c(CCCS)cc2c1C(=O)c1c(CN)c(P(O)Cl)c(Br)c(Br)c1C2=O.Fc1ccccc1.Fc1ccccc1.Fc1ccccc1.Fc1ccccc1
Max |F| (Eh/bohr): 0.02121
Molecular weight (g/mol): 1009.135
Net charge: 0
Multiplicity: 1
HOMO level (eV): -8.74

---

(2)
8 unconnected molecules or ions with the total composition C45H42N7O20S2 at a distorted geometry, computed with wB97M-V/def2-TZVPD.

```
116
Properties=species:S:1:pos:R:3:forces:R:3:mulliken_charge:R:1
O 3.00715 -3.45832 3.05656 0.3 0.7 2.9 -0.621
S 3.54218 -3.17847 4.43359 4.4 1.8 -0.5 1.013
O 4.50857 -4.23362 4.94616 -2.5 1.9 -0.8 -0.711
O 4.27192 -1.71707 4.55424 -3.2 -4.5 -0.2 -0.632
C 2.15714 -3.18514 5.69627 0.1 0.4 0.6 -0.720
C 1.17691 -1.94502 5.50194 0.1 -0.3 0.3 -0.519
C -0.32332 -2.24763 6.00949 1.7 -0.6 0.3 -0.781
S -1.22613 -3.26717 4.72826 -2.8 1.6 -2.4 1.233
O -0.88867 -2.73608 3.37220 0.4 -1.7 2.9 -0.544
O -2.70919 -3.15544 4.92049 3.2 -0.9 0.7 -0.690
O -0.72264 -4.83287 4.99039 -0.6 2.1 -0.3 -0.469
H 1.65083 -4.19828 5.69994 0.6 1.2 -0.4 0.347
H 2.69462 -3.10272 6.70222 -0.6 -0.1 -1.5 0.340
H 1.56706 -1.10417 6.15717 -0.5 -0.9 -0.9 0.328
H 1.21899 -1.61853 4.42048 -0.3 -0.3 1.2 0.357
H -0.90311 -1.29693 6.22455 0.3 -1.4 -0.7 0.361
H -0.19784 -2.84023 6.97777 -0.6 0.6 -1.3 0.413
H -0.58989 -5.30115 4.13122 0.1 0.6 0.1 0.529
C -1.36294 2.09379 2.12082 0.0 0.0 0.0 -0.603
C -1.08728 1.12178 3.07767 0.0 0.2 -0.1 -0.459
C 0.06264 1.21766 3.85206 -0.1 -0.1 0.1 0.105
C 0.92580 2.28953 3.66416 -0.6 0.0 -0.4 -0.194
C 0.66314 3.26155 2.70496 0.0 0.2 -0.1 -0.478
C -0.48712 3.15948 1.93150 0.0 -0.2 0.2 -0.189
N 2.12199 2.39502 4.49905 0.4 -0.3 0.4 1.032
O 2.32193 1.51281 5.31215 -0.1 0.4 -0.2 -0.553
O 2.85423 3.35861 4.33732 -0.2 0.0 -0.1 -0.638
H -2.26387 2.02096 1.52007 0.1 0.0 0.0 0.448
H -1.76970 0.29108 3.22109 0.1 0.0 0.0 0.398
H 0.27030 0.45634 4.59401 0.2 0.2 -0.1 0.249
H 1.33623 4.09663 2.55082 0.0 -0.2 0.2 0.458
H -0.70386 3.91307 1.18240 0.0 0.0 0.1 0.392
C 0.70157 6.44724 -3.28971 0.0 0.0 0.0 -0.247
C -0.26893 7.41132 -3.54302 0.0 -0.2 0.2 -0.676
C -1.51264 7.32437 -2.92869 0.0 0.1 -0.1 -0.253
C -1.77088 6.26815 -2.05843 0.7 0.1 -0.4 -0.157
C -0.80670 5.29667 -1.80729 0.0 -0.1 0.1 -0.079
C 0.43224 5.39013 -2.42758 -0.1 0.2 -0.1 -0.622
N -3.06939 6.18548 -1.38956 -0.2 0.0 0.1 1.108
O -3.89844 7.04370 -1.64647 0.3 -0.2 0.1 -0.611
O -3.25051 5.26544 -0.60849 0.0 0.3 -0.2 -0.595
H 1.67367 6.52039 -3.76616 -0.1 0.0 0.0 0.396
H -0.05433 8.23256 -4.21743 -0.1 -0.1 0.1 0.367
H -2.26097 8.08071 -3.13301 0.0 -0.2 0.2 0.435
H -1.00107 4.46887 -1.13577 -0.2 0.2 -0.1 0.496
H 1.19133 4.63991 -2.23608 -0.1 0.0 0.0 0.444
C 6.29889 3.16446 -3.65057 0.0 0.0 0.0 -0.385
C 5.28201 2.23205 -3.47271 0.0 0.2 -0.1 -0.520
C 4.01863 2.47124 -3.99988 -0.1 -0.1 0.0 -0.307
C 3.78642 3.64746 -4.70806 0.7 -0.1 0.3 0.100
C 4.79702 4.58853 -4.88368 0.0 0.1 -0.1 -0.277
C 6.05664 4.34232 -4.35072 -0.2 -0.2 0.1 -0.489
N 2.46355 3.89159 -5.28572 -0.4 0.0 -0.2 1.051
O 1.59805 3.05512 -5.09527 0.3 0.3 0.0 -0.591
O 2.30077 4.91759 -5.92775 0.1 -0.2 0.2 -0.607
H 7.28556 2.97190 -3.24226 -0.1 0.0 0.0 0.381
H 5.47550 1.31668 -2.92503 -0.1 0.1 0.0 0.393
H 3.23436 1.73774 -3.85489 0.0 0.2 -0.1 0.460
H 4.62092 5.50780 -5.42965 -0.2 -0.2 0.0 0.431
H 6.85198 5.06693 -4.48381 -0.1 0.0 0.0 0.365
C -7.85904 6.43106 -0.71244 0.0 -0.1 0.0 -0.618
C -6.61564 5.80812 -0.67981 -0.3 0.0 0.1 -0.243
C -6.48324 4.49610 -1.11826 0.1 -0.1 0.0 -0.426
C -7.60383 3.81895 -1.59206 0.0 0.8 0.3 0.054
C -8.85253 4.43331 -1.62060 -0.2 0.0 0.0 -0.420
C -8.97646 5.74447 -1.17761 0.2 -0.1 0.0 -0.317
N -7.46507 2.44491 -2.07880 0.1 -0.4 -0.1 1.015
O -6.36147 1.93068 -2.02241 -0.3 0.2 0.0 -0.600
O -8.46142 1.89348 -2.51726 0.2 0.2 0.1 -0.612
H -7.95775 7.45765 -0.37454 0.0 -0.1 0.0 0.364
H -5.75000 6.34618 -0.31582 -0.1 -0.1 -0.1 0.408
H -5.50955 4.02162 -1.08800 -0.2 -0.1 -0.1 0.582
H -9.72878 3.90951 -1.98370 0.2 -0.1 0.0 0.428
H -9.94384 6.23387 -1.19816 0.1 -0.1 0.0 0.364
C -3.18678 -6.11242 -1.09836 0.1 0.0 0.1 -0.325
C -2.06330 -6.83717 -1.48543 -0.1 0.2 0.1 -0.065
C -0.94262 -6.87314 -0.66411 0.1 -0.1 0.0 -0.759
C -0.96084 -6.18285 0.54484 -0.7 0.1 -0.5 -0.026
C -2.07829 -5.44978 0.93461 0.0 0.0 0.2 -0.059
C -3.19345 -5.41670 0.10641 0.1 -0.2 -0.1 -0.650
N 0.20716 -6.23727 1.42547 0.4 -0.1 0.1 1.007
O 1.17421 -6.86819 1.04845 -0.4 0.2 0.1 -0.571
O 0.14001 -5.64662 2.49108 0.0 -0.3 -0.1 -0.737
H -4.06274 -6.09044 -1.73930 0.1 0.0 0.1 0.366
H -2.06248 -7.37696 -2.42684 0.0 0.3 0.4 0.431
H -0.07339 -7.44041 -0.97516 0.0 0.1 0.2 0.470
H -2.09609 -4.90567 1.87226 0.2 0.0 -0.1 0.409
H -4.07014 -4.85113 0.40144 0.1 0.0 0.0 0.408
C -5.05570 -9.33810 -7.23868 0.0 0.0 0.0 -0.392
C -3.93226 -10.06152 -7.62566 -0.1 0.1 0.2 -0.441
C -2.81212 -10.09994 -6.80408 0.1 -0.1 -0.1 -0.362
C -2.83052 -9.41276 -5.59387 -0.7 0.0 -0.5 0.026
C -3.94791 -8.68081 -5.20344 0.0 0.1 0.1 -0.133
C -5.06276 -8.64546 -6.03237 0.2 -0.1 -0.1 -0.519
N -1.66225 -9.47076 -4.71366 0.5 -0.1 0.2 0.966
O -0.69511 -10.10482 -5.09480 -0.3 0.2 0.1 -0.589
O -1.72574 -8.88306 -3.64550 0.0 -0.4 -0.6 -0.651
H -5.93065 -9.31479 -7.88011 0.1 0.0 0.1 0.367
H -3.93126 -10.59844 -8.56754 0.0 0.0 0.1 0.365
H -1.94290 -10.66661 -7.11574 0.0 0.1 0.2 0.431
H -3.96607 -8.13995 -4.26459 0.2 -0.1 -0.1 0.466
H -5.93966 -8.08077 -5.73674 0.1 0.0 0.0 0.373
C 6.15602 1.72935 4.64529 -0.2 0.0 0.0 -0.413
C 7.37061 1.07643 4.82874 0.0 0.2 0.0 -0.636
C 8.56495 1.76874 4.66453 0.0 -0.1 0.0 -0.287
C 8.53036 3.11843 4.31995 -0.6 -0.4 0.1 0.008
C 7.31844 3.77674 4.12714 -0.1 0.1 0.0 -0.418
C 6.12936 3.07595 4.29101 0.3 -0.1 0.0 -0.220
N 9.78460 3.85749 4.17027 0.2 0.1 0.0 0.998
O 10.82933 3.24588 4.32776 -0.2 0.2 -0.1 -0.615
O 9.71748 5.04653 3.89968 0.1 -0.3 0.0 -0.619
H 5.22518 1.18603 4.77977 0.1 0.0 0.0 0.484
H 7.38501 0.02740 5.10277 0.0 0.1 -0.1 0.458
H 9.50465 1.24957 4.81009 0.0 0.2 -0.1 0.423
H 7.28488 4.82486 3.85424 0.2 -0.1 0.0 0.417
H 5.18010 3.57742 4.14633 0.1 -0.1 0.0 0.427
```
Positions in Å, forces in eV/Å.

Max |F| (Eh/bohr): 0.10781
Molecular weight (g/mol): 1064.994
Net charge: -1
Multiplicity: 1
HOMO level (eV): -5.09

---

Question: What is the net charge in the first record?
Answer: 0